{
  "formula": "C27H18Co2F3O6",
  "method": "ωB97M-V/def2-TZVPD",
  "symbols": ["O", "C", "Co", "C", "O", "C", "O", "C", "C", "C", "C", "C", "C", "C", "C", "Co", "C", "O", "C", "O", "C", "O", "H", "H", "H", "H", "H", "H", "H", "H", "H", "H", "F", "C", "C", "C", "F", "C", "C", "C", "C", "C", "C", "C", "C", "F", "C", "C", "H", "H", "H", "H", "H", "H", "H", "H"],
  "xyz": [[-5.3761, -1.8831, -4.5035], [-4.6279, -1.7405, -3.6279], [-3.4217, -1.5231, -2.3118], [-3.6693, -3.2736, -2.0233], [-3.8241, -4.3913, -1.8375], [-1.8932, -1.3476, -3.1891], [-0.9101, -1.1947, -3.7683], [-2.8063, -1.2914, -0.4420], [-1.6526, -0.4485, -0.1420], [-0.7818, -0.7540, 1.0065], [0.5227, -0.3353, 0.9830], [1.5239, -0.7175, 2.0169], [1.1621, -2.0935, 2.6317], [-0.2255, -1.9144, 3.2296], [-1.2810, -1.5493, 2.1433], [-3.2106, 0.4607, -0.5572], [-3.7076, 0.6179, -2.3579], [-4.0282, 1.3527, -3.2251], [-2.5188, 2.0631, -0.1791], [-2.1414, 3.0798, 0.1909], [-4.8111, 0.8948, 0.0525], [-5.8723, 1.2145, 0.4031], [-3.2866, -1.9709, 0.3083], [-1.0724, 0.3106, -0.9713], [2.5687, -0.6996, 1.6903], [1.4298, 0.0339, 2.7822], [1.1760, -2.8903, 1.8464], [1.8780, -2.2305, 3.4550], [-0.5830, -2.8439, 3.6901], [-0.2743, -1.1121, 3.9882], [-2.1094, -0.9777, 2.5767], [-1.7150, -2.4620, 1.7307], [2.7831, 3.7035, 3.1267], [2.0779, 3.4743, 1.9799], [1.7460, 4.5370, 1.1539], [1.1129, 4.2107, -0.0457], [0.8158, 5.2167, -0.9170], [0.7757, 2.9221, -0.3880], [1.0632, 1.8899, 0.4976], [0.9086, 0.4647, -0.0337], [2.1163, -0.1194, -0.6952], [1.9727, -1.1299, -1.6600], [3.1088, -1.7461, -2.1667], [4.3741, -1.3806, -1.7100], [4.4698, -0.3475, -0.7797], [5.6822, -0.0725, -0.2139], [3.3625, 0.3196, -0.3101], [1.7771, 2.1577, 1.6776], [1.9765, 5.5347, 1.4175], [0.3335, 2.7046, -1.3652], [0.1693, 0.5743, -0.8356], [0.9757, -1.3722, -2.0369], [2.9890, -2.5274, -2.9248], [5.2509, -1.9115, -2.0309], [3.5017, 1.1596, 0.3787], [2.1958, 1.3549, 2.2919]],
  "forces_ev_per_a": [[1.3, 0.0, 1.5], [-1.4, 0.7, -1.3], [-0.6, -0.7, -0.4], [-0.1, 0.6, 1.1], [0.2, 0.0, -0.3], [1.6, 0.6, -0.5], [-0.8, -0.3, 0.4], [0.7, -1.1, 0.6], [2.1, -1.0, -1.3], [1.7, 1.3, -0.3], [-3.7, -4.2, 3.3], [-0.4, -1.5, 0.5], [0.1, 1.2, 0.1], [-1.2, -0.1, -0.5], [-0.2, -0.6, 0.4], [-3.4, 3.9, -1.6], [0.0, 1.4, -0.7], [0.4, -1.3, 1.3], [-0.3, 0.1, -0.3], [0.0, -0.1, 0.1], [-2.1, -0.6, 1.0], [1.4, -0.1, -0.5], [1.0, 0.5, -0.6], [-2.2, -3.8, 1.6], [-0.3, 0.0, -0.2], [0.1, -0.3, 0.9], [0.2, 0.5, 0.8], [-0.1, -0.7, -0.4], [0.2, 0.2, 0.2], [0.5, -0.4, -0.2], [0.0, -0.2, 0.2], [-0.1, -0.1, 0.1], [-0.3, 0.2, -0.4], [0.0, -0.3, 0.1], [-0.3, -1.0, -0.4], [-0.1, 0.5, 0.2], [0.2, -0.4, 0.4], [-0.1, 0.1, -0.2], [1.7, 0.0, -0.8], [2.0, 4.6, -3.8], [0.3, 0.5, -0.9], [0.0, 0.4, 0.2], [-0.2, 0.0, -0.2], [-0.1, 0.3, 0.4], [0.3, -0.9, -0.2], [-0.2, 0.1, -0.5], [0.9, 0.2, 0.1], [-0.1, 0.3, -0.1], [0.2, 0.8, 0.1], [0.1, 0.2, 0.4], [0.8, -0.2, 0.4], [0.3, -0.1, 0.3], [0.2, 0.3, 0.3], [0.3, 0.0, -0.1], [-0.1, -0.5, -0.3], [-0.3, 1.0, -0.3]],
  "multiplicity": 1,
  "total_charge": -1,
  "largest_force_ha_per_bohr": 0.126,
  "e_tot_ev": -123980.0372,
  "lumo_ha": 0.09754
}